Computed, not measured: a molecular structure, C27H44Cl2NO2PRu, with ωB97M-V/def2-TZVPD.

Calculated values
LUMO energy (spin up / spin down) (eV): 2.4 / 1.7
Kohn-Sham gap (spin up / spin down) (Eh): 0.1105 / 0.2613
Calculated total energy (eV): -71211.745
Net charge: -1
2S+1: 6

Cartesian coordinates (Å):
P 0.09 -0.65 -0.20
C 1.62 -0.06 -1.26
C 1.80 -0.57 -2.71
C 3.09 -0.12 -3.37
C 3.47 1.35 -3.13
C 3.06 1.94 -1.78
C 1.71 1.47 -1.26
C -1.30 0.20 -1.11
C -1.02 0.36 -2.60
C -2.24 0.79 -3.39
C -2.87 2.06 -2.82
C -2.88 2.18 -1.28
C -1.70 1.55 -0.52
C -0.11 -2.33 -1.09
C 1.09 -3.27 -0.84
C 1.01 -4.56 -1.70
C -0.34 -5.30 -1.64
C -1.56 -4.35 -1.66
C -1.43 -3.06 -0.81
H 2.42 -0.47 -0.63
H 1.01 -0.15 -3.34
H 1.67 -1.66 -2.79
H 3.01 -0.29 -4.45
H 3.90 -0.77 -3.01
H 4.55 1.45 -3.27
H 3.00 1.95 -3.92
H 3.82 1.68 -1.02
H 3.07 3.04 -1.87
H 1.54 1.88 -0.26
H 0.93 1.89 -1.90
H -2.15 -0.49 -0.99
H -2.95 -0.04 -3.40
H -0.64 -0.58 -3.02
H -0.26 1.12 -2.72
H -1.93 0.94 -4.44
H -3.90 2.14 -3.21
H -2.32 2.92 -3.23
H -2.99 3.25 -1.03
H -3.80 1.69 -0.92
H -1.95 1.46 0.54
H -0.84 2.24 -0.55
H -0.13 -2.12 -2.17
H 2.04 -2.76 -1.07
H 1.10 -3.52 0.22
H 1.20 -4.28 -2.75
H 1.82 -5.25 -1.41
H -0.37 -5.92 -0.73
H -0.40 -6.01 -2.48
H -2.46 -4.91 -1.35
H -1.73 -4.04 -2.70
H -2.28 -2.40 -1.04
H -1.49 -3.28 0.26
Ru 0.02 0.00 2.10
Cl -2.13 -0.76 2.25
Cl 2.31 0.09 1.80
C -0.37 1.32 3.45
H -0.99 1.22 4.39
C -0.42 2.72 3.04
C -1.07 3.67 3.88
C -1.19 4.98 3.45
C -0.71 5.35 2.19
C -0.07 4.41 1.36
C 0.06 3.10 1.79
H -1.46 3.32 4.85
H -1.69 5.70 4.10
H 0.31 4.69 0.38
H 0.54 2.31 1.18
H -0.84 6.38 1.87
N -0.28 -2.32 5.75
C 0.88 -1.42 6.07
C 0.81 -0.41 4.97
O 0.96 0.82 5.10
O 0.45 -1.06 3.90
H -1.11 -1.73 5.63
H -0.48 -3.07 6.42
H -0.08 -2.71 4.81
H 0.77 -0.99 7.06
H 1.80 -1.99 6.03



Computed, not measured: a molecular structure, C27H44F6OP2Tm, with ωB97M-V/def2-TZVPD.

Calculated values
LUMO energy (spin up / spin down) (eV): -4.8 / -4.8
Kohn-Sham gap (spin up / spin down) (Eh): 0.1891 / 0.1863
Calculated total energy (eV): -95163.130
Net charge: +1
2S+1: 3

Cartesian coordinates (Å):
Tm 0.05 -0.16 1.00
C -0.75 -2.33 2.33
C 0.56 -2.60 1.83
C 0.75 -1.02 3.50
C -0.62 -1.38 3.39
C 1.49 -1.76 2.53
C -2.00 -3.08 2.00
H -2.01 -3.40 0.96
H -2.88 -2.45 2.17
H -2.10 -3.97 2.64
C -1.69 -0.95 4.32
H -2.69 -1.24 3.96
H -1.68 0.13 4.44
H -1.56 -1.39 5.33
C 1.32 -0.12 4.54
H 1.31 -0.60 5.53
H 0.72 0.78 4.62
H 2.35 0.15 4.31
C 2.96 -1.79 2.42
H 3.41 -2.56 3.07
H 3.40 -0.83 2.70
H 3.28 -2.02 1.39
C 0.93 -3.68 0.88
H 1.32 -4.56 1.42
H 1.73 -3.37 0.18
H 0.07 -4.03 0.29
C -1.29 1.12 -3.21
C -1.68 -0.17 -3.45
C -1.13 -0.95 -4.60
C 0.41 -0.97 -4.80
C 1.25 -0.66 -3.60
C 1.73 0.57 -3.31
C 1.13 1.84 -3.85
C -0.40 1.86 -4.14
H -1.59 -0.56 -5.54
H 0.66 -0.26 -5.61
H -1.49 -1.99 -4.50
H -0.57 1.51 -5.17
H -1.74 1.74 -2.44
H -2.67 -0.57 -3.19
H -0.68 2.94 -4.11
H 1.35 2.65 -3.15
H 2.79 0.70 -3.02
H 1.64 2.12 -4.79
H 0.67 -1.99 -5.16
H 1.59 -1.55 -3.07
P -1.73 -0.84 -0.92
C -3.34 0.05 -1.01
C -1.41 -2.40 -1.81
P 2.07 0.37 -0.64
C -0.31 0.18 -1.17
C 3.20 -0.97 -1.15
C 2.77 2.02 -0.88
H -3.36 0.83 -0.24
H -4.12 -0.70 -0.79
H -3.56 0.52 -1.98
H -0.57 -2.28 -2.53
H -2.33 -2.72 -2.35
H -1.14 -3.18 -1.08
H 2.60 2.41 -1.89
H 3.85 2.01 -0.68
H 2.29 2.71 -0.18
H -0.43 1.28 -1.09
H 0.17 -0.21 -2.06
H 3.84 -1.25 -0.29
H 3.84 -0.65 -1.98
H 2.65 -1.86 -1.45
C 0.48 3.69 2.69
C -0.73 2.85 2.35
O -0.45 1.57 1.90
C -1.60 2.76 3.65
F -2.02 3.98 4.11
F -2.71 2.00 3.47
F -0.85 2.21 4.67
C -1.59 3.55 1.24
F -1.95 4.82 1.57
F -0.86 3.62 0.08
F -2.73 2.85 0.97
H 1.05 3.18 3.47
H 0.17 4.69 3.04
H 1.13 3.78 1.82



Computed, not measured: 3 unconnected molecules or ions with the total composition C27H44N3O4, with ωB97M-V/def2-TZVPD.

Calculated values
LUMO energy (spin up / spin down) (eV): -5.1 / -5.1
Kohn-Sham gap (spin up / spin down) (Eh): 0.1894 / 0.2120
Calculated total energy (eV): -41353.864
Net charge: +1
2S+1: 3

Cartesian coordinates (Å):
C 4.96 -3.67 2.38
C 4.64 -2.61 1.63
C 4.09 -1.42 0.67
C 2.53 -1.20 1.14
C 1.55 -2.41 0.78
C 0.03 -2.37 1.21
C -0.97 -3.61 0.91
O -1.71 -3.57 -0.13
O -1.01 -4.77 1.79
C -0.44 -1.03 1.97
C 0.62 0.09 2.26
N 2.05 -0.03 1.85
H 4.85 -4.44 3.24
H 4.15 -1.72 -0.45
H 4.69 -0.45 0.85
H 1.98 -3.33 0.20
H -1.51 -4.51 2.62
H -1.53 -0.93 2.30
H 0.31 1.07 2.79
H 2.73 0.73 2.06
C -2.21 -4.71 -3.36
C -2.26 -3.73 -4.56
C -3.16 -2.51 -4.23
C -4.65 -2.79 -4.32
C -5.00 -3.45 -5.65
C -4.17 -4.72 -5.91
N -2.70 -4.47 -5.78
O -2.30 -3.76 -6.88
C -4.62 -5.84 -4.94
C -4.55 -5.29 -7.31
C -0.80 -3.20 -4.68
H -2.09 -5.75 -3.70
H -1.35 -4.52 -2.71
H -3.09 -4.65 -2.73
H -2.93 -1.69 -4.91
H -2.93 -2.15 -3.22
H -4.98 -3.41 -3.48
H -5.20 -1.84 -4.23
H -6.07 -3.69 -5.66
H -4.85 -2.72 -6.46
H -4.02 -6.74 -5.06
H -5.67 -6.11 -5.12
H -4.59 -5.55 -3.89
H -4.39 -4.57 -8.12
H -5.60 -5.57 -7.34
H -3.96 -6.19 -7.54
H -0.10 -4.00 -4.94
H -0.47 -2.76 -3.72
H -0.70 -2.40 -5.42
C 4.16 6.46 4.57
C 3.48 5.68 3.40
C 2.53 6.62 2.62
C 1.19 6.87 3.29
C 0.53 5.57 3.72
C 1.46 4.70 4.60
N 2.80 4.48 3.97
O 2.62 3.58 2.94
C 1.63 5.38 5.99
C 0.74 3.37 4.94
C 4.66 5.32 2.45
H 4.36 5.81 5.43
H 5.13 6.87 4.28
H 3.57 7.31 4.91
H 2.33 6.18 1.63
H 3.02 7.58 2.43
H 1.32 7.54 4.15
H 0.53 7.40 2.60
H -0.40 5.79 4.26
H 0.23 5.01 2.83
H 2.32 4.82 6.62
H 0.67 5.42 6.51
H 1.97 6.41 5.93
H 0.45 2.81 4.04
H -0.17 3.55 5.50
H 1.38 2.72 5.55
H 5.37 4.64 2.94
H 5.21 6.22 2.16
H 4.32 4.86 1.52